[1]
A 10-piece molecular cluster, C12H44N6O10 overall, computed with wB97M-V/def2-TZVPD.

Values from the calculation:
- structure (SMILES) = NC(N)=O.NC(N)=O.NC(N)=O.CCO.CCO.CO.CO.CO.CO.CO
- total energy (eV) = -42568.9359
- net charge = 0
- frontier orbital gap (eV) = 9.1

```
72
Properties=species:S:1:pos:R:3:forces:R:3:mulliken_charge:R:1
N -2.3840 2.0539 -3.3791 1.92 0.21 -1.24 -0.121
C -2.9500 2.2859 -2.2441 2.29 7.84 4.14 0.404
N -4.0940 1.6979 -2.0391 -2.55 -3.08 0.69 -0.300
O -2.4390 3.3649 -1.4581 -2.75 -5.65 -3.28 -0.742
H -1.5650 2.6069 -3.4821 0.87 -0.17 -0.42 0.034
H -2.6440 1.4239 -4.0981 -0.40 -0.47 -0.26 0.205
H -4.7280 1.9739 -1.2741 0.97 -0.56 -0.71 0.309
H -4.1320 0.7429 -2.5001 -0.73 1.75 1.15 0.257
N 0.8470 -2.5321 2.5959 3.89 -0.23 3.44 -0.130
C -0.1500 -2.5661 1.7909 -0.17 3.15 -5.95 0.165
N -1.2780 -3.0111 2.2799 -5.16 -1.66 -1.01 -0.301
O -0.0350 -2.0021 0.4609 -0.71 -3.04 5.90 -0.601
H 1.7570 -2.3121 2.1729 -0.26 0.06 0.11 0.224
H 0.9160 -2.8301 3.6429 -0.82 0.64 -2.99 0.284
H -2.1190 -3.1061 1.5889 2.38 0.46 1.99 0.282
H -1.4470 -3.3671 3.2509 0.67 0.64 -1.65 0.193
N 2.4910 -0.4881 -4.3371 0.31 -1.07 -4.57 -0.341
C 2.6800 0.2089 -3.2441 0.53 5.45 0.87 0.512
N 2.2440 -0.4311 -2.1401 1.73 3.16 0.25 -0.222
O 3.0930 1.5109 -3.3231 -1.63 -5.73 0.78 -0.773
H 2.6820 -0.1771 -5.3141 0.11 0.33 1.85 0.268
H 1.9640 -1.3361 -4.3781 -0.16 -0.33 0.62 0.172
H 2.1540 0.0719 -1.2541 0.17 -0.42 0.00 0.173
H 1.9230 -1.3401 -2.1731 -0.60 -1.91 -0.13 0.226
C 3.5940 -4.5281 2.6989 0.98 -1.27 -0.10 -1.187
C 4.1460 -3.6631 1.6289 -0.09 -0.67 -2.45 -0.234
O 3.2360 -2.6231 1.2449 -0.28 -0.91 1.34 -0.448
H 3.6430 -3.9631 3.5869 -0.90 0.50 1.43 0.302
H 4.2220 -5.4301 2.9189 -0.15 0.84 -0.53 0.380
H 2.6500 -4.9381 2.3719 -0.59 0.28 0.42 0.270
H 4.2850 -4.3031 0.7459 0.11 0.07 -0.06 0.308
H 5.1050 -3.2471 1.8269 0.83 0.40 0.64 0.369
H 3.6280 -2.0921 0.5729 0.35 0.78 -0.73 0.210
C 0.1480 1.4699 -0.3921 0.08 3.04 -0.76 0.662
C 1.2500 1.3979 0.6489 1.36 -1.34 -3.40 -0.505
O 1.7990 0.0539 0.4889 0.70 0.83 0.57 -0.520
H 0.5710 1.6069 -1.4181 -0.39 -0.47 0.78 0.035
H -0.4610 2.4379 -0.2711 0.45 -1.62 -0.02 0.306
H -0.4510 0.5599 -0.3411 -0.13 0.25 0.02 -0.604
H 0.8450 1.4539 1.5629 -1.43 0.43 3.64 0.244
H 2.0860 2.1289 0.5889 -0.64 -0.48 -0.35 0.335
H 1.0350 -0.5521 0.5009 -0.04 -0.49 0.08 0.197
C -2.0220 3.3609 3.2729 -0.77 -1.35 0.36 -0.860
O -1.5960 2.6969 2.1329 -0.77 -1.51 -2.48 -0.194
H -1.1090 3.3119 3.7959 0.73 0.99 1.54 0.269
H -2.7930 2.8039 3.8579 0.40 0.38 -0.42 0.261
H -2.3690 4.3069 2.9459 -0.26 1.36 0.50 0.314
H -2.3610 2.5419 1.5349 0.77 0.42 0.35 0.234
C -0.9200 -0.7991 -2.6561 1.05 -1.83 -2.19 0.499
O -1.6290 -1.9361 -3.1911 -0.55 0.36 -0.21 -0.690
H -0.1160 -1.3231 -2.1651 0.39 1.11 0.96 0.058
H -1.5590 -0.1901 -2.1071 -0.76 0.98 1.44 -0.491
H -0.5330 -0.2151 -3.4901 0.08 0.04 0.02 0.312
H -1.6210 -2.4981 -2.4201 -0.41 -0.75 0.01 0.382
C -0.3840 0.1809 4.2639 0.57 -1.07 0.55 -0.303
O -1.6150 0.3389 4.9289 -0.38 1.67 0.18 -0.559
H 0.3900 0.8339 4.6609 -0.31 0.22 0.50 0.379
H -0.2960 0.2979 3.1819 -0.73 -0.12 0.12 0.041
H -0.1620 -0.8331 4.5749 1.19 -0.43 -0.62 0.146
H -2.2870 -0.1931 4.5139 -0.16 -0.18 -0.57 0.311
C 0.5810 3.6749 -3.8991 -0.76 0.38 0.85 -0.887
O 0.4480 2.3049 -3.6171 -2.42 0.30 -0.43 -0.366
H -0.3780 4.2009 -3.9421 -0.36 -0.50 0.03 0.351
H 1.0040 3.8039 -4.8731 0.92 0.47 -0.37 0.310
H 1.0530 4.1349 -3.0331 0.74 0.43 -0.45 0.293
H 1.3200 1.9699 -3.6101 2.12 -0.70 0.16 0.085
C -2.7360 -0.3791 0.6569 0.01 0.62 -1.06 -0.093
O -2.2290 0.0179 1.8989 0.61 -0.01 0.14 -0.283
H -2.0390 -1.0001 0.0559 -0.31 -0.01 0.60 -0.062
H -2.8930 0.5439 0.0489 -0.45 -0.69 0.16 -0.091
H -3.6640 -0.8991 0.8749 -0.25 -0.07 -0.41 0.374
H -1.6010 0.7289 1.6949 -0.06 -0.06 0.62 -0.035
```
Positions in Å, forces in eV/Å.



[2]
A 10-piece molecular cluster, C12H44O10 overall, computed with wB97M-V/def2-TZVPD.

Values from the calculation:
- structure (SMILES) = CC(C)O.CC(C)O.CC(C)O.CC(C)O.O.O.O.O.O.O
- total energy (eV) = -33632.9218
- net charge = 0
- frontier orbital gap (eV) = 9.7

```
66
Properties=species:S:1:pos:R:3:forces:R:3:mulliken_charge:R:1
C -1.2757 2.6773 1.9904 -0.31 -0.50 0.53 -0.701
C -2.1380 3.9175 1.9622 0.68 0.82 0.12 0.458
C -2.4716 4.3973 0.5706 -0.59 0.01 -0.85 -1.063
O -3.2780 3.7855 2.8137 0.24 -0.18 -0.04 -0.558
H -1.8828 1.7784 1.8613 -0.04 0.08 -0.31 0.195
H -0.7704 2.5562 2.9543 -0.03 0.21 -0.02 0.424
H -0.5247 2.7462 1.2102 0.01 -0.08 -0.09 0.043
H -1.4909 4.7241 2.3482 -0.17 -0.08 0.28 0.146
H -1.5435 4.5899 0.0245 -0.06 0.15 0.07 0.238
H -3.0735 5.3117 0.6112 0.28 0.12 0.12 0.382
H -3.0620 3.7276 -0.0609 0.11 -0.41 0.38 0.144
H -3.4709 4.6639 3.1520 -0.14 -0.06 -0.02 0.355
C -4.0076 -2.6012 -1.8960 -0.14 -0.78 -0.41 -1.307
C -4.1489 -2.5744 -0.3720 -0.06 1.43 -1.33 0.503
C -2.7871 -2.6533 0.2640 -0.06 -0.43 1.06 -1.011
O -4.7437 -1.3059 0.0202 -0.17 -0.89 0.14 -0.578
H -3.6094 -3.5680 -2.2410 0.20 0.18 0.30 0.385
H -3.3418 -1.8175 -2.2535 -0.09 0.12 0.05 0.248
H -4.9631 -2.5567 -2.4297 -0.04 0.40 0.28 0.394
H -4.8063 -3.4038 -0.0890 0.23 0.10 0.40 0.258
H -2.3718 -3.6021 -0.0742 0.29 -0.03 0.41 0.380
H -2.8899 -2.6033 1.3544 -0.03 -0.53 -0.06 0.365
H -2.0515 -1.8669 0.0802 -0.44 0.18 -0.81 0.030
H -5.6670 -1.2946 -0.2626 0.17 0.06 0.00 0.292
C 0.6323 -3.4497 -0.2811 -1.65 -0.85 1.10 -1.024
C 1.8633 -4.2860 -0.4782 1.06 0.79 0.54 0.480
C 2.7454 -3.8432 -1.6444 0.28 -0.84 0.30 -1.170
O 2.6113 -4.1229 0.7595 -0.26 0.01 -0.05 -0.573
H 0.1095 -3.8235 0.6191 0.33 -0.11 -0.08 0.367
H -0.1338 -3.6469 -1.0351 0.37 0.44 -0.41 0.468
H 0.7311 -2.3939 -0.0316 0.54 0.11 -0.68 -0.007
H 1.5977 -5.3462 -0.5617 -0.11 0.15 -0.20 0.275
H 3.2472 -2.9031 -1.4211 -0.38 0.26 -0.10 0.164
H 2.1926 -3.8198 -2.5825 0.06 0.18 -0.01 0.342
H 3.5598 -4.5740 -1.7439 -0.14 0.03 -0.19 0.438
H 3.5086 -4.4585 0.6686 -0.07 -0.10 -0.20 0.307
C 4.1108 1.0772 -1.2134 0.82 0.22 0.03 -1.713
C 3.2535 0.1471 -0.4017 0.56 -0.57 0.05 1.144
C 4.1179 -0.7882 0.4388 -0.15 -0.25 0.36 -1.376
O 2.4281 0.9505 0.4383 -0.55 -0.26 0.37 -0.149
H 4.7817 0.5146 -1.8661 -0.23 -0.07 -0.10 0.412
H 4.7793 1.6024 -0.5224 -0.09 0.11 -0.03 0.415
H 3.5942 1.8310 -1.8015 -0.33 -0.13 0.01 0.325
H 2.6507 -0.5229 -1.0237 -0.30 0.41 -0.22 0.030
H 3.4750 -1.5795 0.8389 0.20 -0.04 0.09 0.208
H 4.6177 -0.2918 1.2750 -0.14 0.22 -0.09 0.355
H 4.9048 -1.2645 -0.1481 -0.13 -0.02 -0.17 0.410
H 1.9202 0.3836 1.0573 0.36 0.28 -0.18 0.063
O 0.7832 -0.7555 2.2581 -0.07 -0.33 0.28 -0.557
H -0.0024 -0.7348 2.8290 0.35 0.11 -0.22 0.257
H 1.3036 -1.5147 2.5701 -0.23 0.23 -0.18 0.255
O 0.9733 3.6635 -1.1152 0.38 0.01 0.41 -0.548
H 1.5869 3.6351 -0.3515 -0.33 0.27 -0.42 0.242
H 1.3887 4.2643 -1.7447 -0.03 -0.07 0.11 0.246
O 3.1564 3.6123 0.8016 -0.04 -0.98 -0.17 -0.728
H 3.0305 2.6324 0.6683 0.15 0.90 0.38 0.303
H 3.6133 3.6980 1.6459 -0.16 0.03 -0.11 0.294
O -3.4330 1.1233 -0.2234 -0.17 -1.32 0.04 -0.614
H -3.8754 0.2252 -0.1626 0.63 1.31 -0.08 0.467
H -2.4817 0.9332 -0.2755 -0.29 0.26 -0.07 0.170
O -0.3344 0.7521 -0.4215 0.15 -0.20 0.18 -0.110
H -0.4790 0.1229 0.2971 0.19 0.09 -0.04 0.047
H 0.5109 1.1893 -0.1954 -0.41 -0.18 -0.34 0.080
O -0.9222 2.3471 -2.8679 0.00 0.08 0.05 -0.675
H -0.4167 2.7918 -2.1665 -0.13 -0.25 -0.15 0.352
H -1.3309 1.5945 -2.4234 0.12 0.18 0.01 0.307
```
Positions in Å, forces in eV/Å.



[3]
A 10-piece molecular cluster, C12H44O16 overall, computed with wB97M-V/def2-TZVPD.

Values from the calculation:
- structure (SMILES) = OCCO.OCCO.OCCO.OCCO.OCCO.OCCO.O.O.O.O
- total energy (eV) = -45916.0118
- net charge = 0
- frontier orbital gap (eV) = 10.6

```
72
Properties=species:S:1:pos:R:3:forces:R:3:mulliken_charge:R:1
O -3.9398 2.7002 0.4180 -1.52 -0.91 -1.65 -0.651
C -3.6474 1.4652 1.0008 0.30 -0.29 1.84 0.180
C -4.1445 0.3509 0.1321 -0.79 0.05 0.22 -0.642
O -3.5145 0.3019 -1.1414 0.22 0.80 -0.30 -0.698
H -3.4524 3.4649 0.6852 1.17 0.51 0.80 0.455
H -2.6043 1.3231 1.2409 0.60 0.11 -0.17 -0.079
H -4.1656 1.3581 1.9798 0.07 0.06 -0.37 0.289
H -5.1800 0.5894 -0.0173 -0.89 0.04 -0.35 0.412
H -4.1672 -0.6424 0.6231 0.74 0.59 -0.33 0.295
H -3.5055 1.2293 -1.4750 0.01 -0.88 0.34 0.303
O -1.9546 4.5179 1.1926 0.54 0.31 -0.31 -0.623
C -0.9002 4.6901 0.2327 -1.01 -0.19 -0.69 -0.716
C -0.5937 3.3976 -0.5451 -0.30 0.49 0.04 0.097
O 0.3439 2.6091 0.1715 -0.06 0.28 0.65 -0.317
H -1.6059 3.9692 1.9050 0.11 -0.14 0.41 0.510
H -1.2918 5.3687 -0.5331 -0.18 0.05 0.24 0.439
H -0.0256 5.2221 0.6478 -0.11 -0.68 0.04 0.259
H -0.1071 3.7483 -1.4780 -0.47 -0.48 0.08 0.396
H -1.5673 2.8028 -0.7306 1.47 1.07 0.12 -0.126
H 0.4176 1.7677 -0.2930 -0.07 -0.82 -0.23 0.316
O 0.5661 -3.0864 1.4302 -0.08 -0.57 0.20 -0.629
C 1.4155 -3.2605 0.2992 0.27 0.25 -0.09 0.427
C 2.7277 -2.5204 0.5426 -1.17 0.09 1.91 -0.992
O 2.4357 -1.1443 0.8308 0.08 -0.47 -0.33 -0.252
H -0.1609 -3.7401 1.3883 0.47 0.50 -0.04 0.305
H 1.6106 -4.2995 0.1095 0.20 -0.71 0.00 0.558
H 0.9182 -2.8738 -0.5752 -0.17 0.36 -0.60 -0.200
H 3.4010 -2.5214 -0.2808 0.46 -0.29 -0.74 0.361
H 3.1850 -2.9757 1.4575 0.00 0.22 -0.76 0.272
H 1.8787 -1.1770 1.6172 -0.21 0.17 0.12 0.361
O 5.2090 -1.6232 -2.1898 0.92 0.14 0.55 -0.579
C 4.7800 -0.2463 -2.0878 0.56 -0.94 1.61 -0.239
C 3.4826 -0.1767 -2.7903 -0.39 -1.10 -1.73 -0.144
O 2.9123 1.0951 -2.8451 -1.27 0.57 1.54 -0.598
H 6.0646 -1.7561 -1.7111 -1.18 0.39 -0.64 0.324
H 4.6510 0.0071 -1.0184 0.14 0.09 -0.27 0.159
H 5.4975 0.4110 -2.5462 0.37 0.42 -0.15 0.349
H 2.8137 -0.9805 -2.4698 -0.19 0.31 0.52 -0.012
H 3.7031 -0.4758 -3.8184 -0.02 0.12 -0.23 0.375
H 2.2027 1.1378 -2.1473 0.86 -0.14 -1.08 0.334
O -1.8320 -1.6521 -1.6553 0.98 -0.89 0.52 -0.096
C -1.7392 -1.9196 -3.0267 -0.97 0.62 -2.15 -0.164
C -1.8965 -3.3954 -3.2441 0.12 -0.04 0.12 -0.679
O -0.8069 -4.0431 -2.6254 0.17 -0.77 0.23 -0.549
H -2.3565 -0.8992 -1.3661 -0.84 0.81 -0.40 0.469
H -2.5548 -1.4964 -3.6932 0.61 0.29 1.16 0.275
H -0.7747 -1.5734 -3.4604 -0.41 -0.17 0.46 0.168
H -1.8655 -3.6232 -4.3331 -0.18 0.03 0.74 0.373
H -2.8575 -3.7030 -2.7702 0.42 -0.01 -0.59 0.280
H -1.0499 -4.2192 -1.7092 0.13 -0.13 -0.11 0.313
O 1.0062 0.1322 2.8871 -0.18 0.45 0.68 -0.552
C 0.4532 0.8050 4.0446 0.06 -1.01 0.44 -0.589
C 0.2118 2.2847 3.8328 0.75 -1.38 2.20 -0.714
O -0.6736 2.5346 2.8662 -1.09 0.35 -4.49 -0.506
H 1.8978 0.4619 2.6910 -0.14 0.27 -0.07 0.161
H -0.5023 0.2483 4.2826 0.94 0.76 -0.36 0.265
H 1.1132 0.7182 4.9345 -0.15 -0.25 -0.49 0.452
H 1.1297 2.8025 3.6789 1.18 0.42 -0.15 0.400
H -0.1737 2.6286 4.7884 -0.22 0.30 0.22 0.447
H -0.2258 2.3433 1.9523 -1.04 0.36 1.73 0.333
O 0.3884 0.1428 -1.1479 0.04 -0.75 0.57 -0.483
H 0.8301 -0.3497 -0.4067 -0.32 0.42 -0.68 0.275
H -0.4376 -0.3820 -1.3138 0.84 0.43 0.29 0.057
O -2.0825 -3.6304 0.4257 1.28 0.11 -0.77 -0.670
H -1.9222 -3.0500 -0.3508 -0.09 0.13 0.32 0.114
H -3.0191 -3.6096 0.5162 -1.17 -0.08 0.30 0.275
O -1.2420 -0.8324 1.3115 -1.00 -0.13 -0.72 -0.291
H -0.6038 -0.4893 1.9318 0.67 -0.10 0.26 0.203
H -1.0551 -1.7725 1.1603 0.26 0.41 0.45 0.219
O 3.0130 1.5991 1.1753 -1.15 0.56 1.77 -0.608
H 3.5034 1.5553 0.3900 1.24 -0.43 -1.71 0.273
H 2.4363 2.3562 1.0229 -0.23 0.07 0.06 0.273
```
Positions in Å, forces in eV/Å.



[4]
A 11-piece molecular cluster, C12H46O11 overall, computed with wB97M-V/def2-TZVPD.

Values from the calculation:
- structure (SMILES) = CC(C)O.CC(C)O.CC(C)O.CC(C)O.O.O.O.O.O.O.O
- total energy (eV) = -35712.2628
- net charge = 0
- frontier orbital gap (eV) = 9.8

```
69
Properties=species:S:1:pos:R:3:forces:R:3:mulliken_charge:R:1
C -2.5482 1.4220 -0.6066 0.87 -0.13 0.78 -1.433
C -1.9785 0.0578 -0.2314 0.43 -0.31 0.51 1.018
C -0.4723 0.0316 0.0186 0.40 0.87 -1.23 0.323
O -2.5514 -0.2856 1.0400 -0.57 -0.14 -0.36 -0.009
H -2.0262 1.7893 -1.4888 -0.51 0.14 -0.25 0.261
H -2.3041 2.1081 0.2115 0.14 0.04 0.00 0.118
H -3.6351 1.4060 -0.6452 0.03 -0.13 -0.59 0.395
H -2.1662 -0.6511 -1.0403 -0.69 -0.23 0.37 0.014
H -0.1596 -0.6855 0.7721 -0.28 0.31 0.36 0.374
H -0.1912 1.0701 0.2159 0.50 -0.24 0.66 0.082
H 0.1175 -0.2520 -0.8570 -0.25 0.12 -0.25 -0.812
H -2.8943 -1.1871 1.0205 -0.03 0.02 0.03 -0.078
C 2.7037 1.1277 -1.7566 0.08 0.77 0.09 -1.197
C 3.9614 0.4001 -2.2145 -0.23 0.59 0.20 0.535
C 5.2101 1.2201 -1.8340 -0.35 0.38 -0.16 -1.297
O 4.0388 -0.9025 -1.7313 0.03 -0.74 0.23 -0.553
H 1.7666 0.6410 -2.0237 0.13 -0.23 -0.05 0.083
H 2.7297 2.1110 -2.2350 -0.23 0.01 -0.07 0.545
H 2.6881 1.3436 -0.6842 0.07 -0.28 0.08 0.183
H 3.8462 0.3226 -3.3012 0.46 0.03 -0.05 0.278
H 6.0342 1.0492 -2.5249 0.03 0.01 0.06 0.332
H 5.5618 1.0373 -0.8174 -0.16 -0.45 -0.01 0.290
H 4.9467 2.2815 -1.8226 0.20 0.06 -0.36 0.332
H 3.6045 -0.9562 -0.8603 0.14 -0.15 -0.37 0.455
C -1.2153 -5.2271 -1.9652 -0.88 -0.10 0.36 -1.492
C -1.0612 -3.7807 -1.5266 1.15 -0.10 -0.71 1.565
C 0.3350 -3.2481 -1.9217 -0.25 0.39 1.41 -1.096
O -1.9867 -2.9909 -2.2284 -1.03 0.15 -0.27 -0.602
H -0.9427 -5.9245 -1.1699 0.85 0.04 -0.26 0.373
H -0.6919 -5.3395 -2.9128 0.10 -0.51 0.13 0.325
H -2.2600 -5.5193 -2.1056 -0.11 0.49 -0.28 0.397
H -1.2335 -3.6759 -0.4503 0.12 0.05 0.02 -0.414
H 0.3941 -3.0640 -2.9929 0.05 -0.31 -0.06 0.355
H 1.1760 -3.8390 -1.5565 -0.09 -0.29 -0.26 0.404
H 0.4408 -2.2888 -1.4061 0.13 0.15 -0.24 -0.083
H -1.6005 -2.1418 -2.4639 0.03 0.07 0.06 0.218
C 3.4329 3.9968 1.6488 0.05 0.43 0.66 -1.354
C 1.9398 4.0407 2.0246 0.96 0.61 -1.00 0.494
C 1.1351 4.1037 0.7080 -0.03 -0.21 0.22 -0.748
O 1.6252 2.8975 2.7754 0.16 -0.90 0.13 -0.543
H 3.6339 4.7908 0.9277 -0.05 -0.31 -0.37 0.363
H 3.7286 3.0101 1.2946 -0.14 0.06 -0.32 0.258
H 4.1091 4.2448 2.4715 -0.29 -0.21 0.30 0.370
H 1.7946 4.9258 2.6493 -0.27 0.17 -0.20 0.318
H 1.2697 5.0111 0.1160 -0.14 0.39 0.57 0.455
H 0.0844 3.9312 0.9444 -0.10 0.12 -0.30 0.220
H 1.4797 3.3527 -0.0078 -0.08 -0.46 0.40 -0.102
H 0.9127 3.0428 3.4003 -0.07 0.32 -0.11 0.297
O -4.5372 -0.5535 3.0596 -0.15 0.09 0.11 -0.669
H -4.9644 -0.8774 2.2574 0.06 -0.15 0.05 0.306
H -3.9998 0.1914 2.7635 0.06 0.02 0.06 0.365
O -1.2511 0.2729 -3.6439 0.07 -0.15 0.07 -0.585
H -0.7684 1.0202 -3.2754 0.01 -0.01 0.00 0.280
H -0.6363 -0.1307 -4.2657 -0.02 0.03 -0.04 0.308
O -0.7815 0.1281 3.4582 0.12 -0.10 0.01 -0.641
H -0.6121 1.0627 3.5961 -0.04 0.02 0.01 0.295
H -1.3338 0.0999 2.6645 -0.20 -0.08 -0.08 0.245
O -3.5069 2.4498 2.9942 0.04 0.05 -0.07 -0.602
H -3.7791 2.7305 2.1143 0.00 -0.03 -0.01 0.317
H -4.2396 2.6977 3.5678 0.01 -0.08 0.03 0.288
O 2.6109 -1.3904 0.4949 -0.11 0.01 0.53 -0.639
H 2.1446 -2.1938 0.7471 0.02 -0.02 -0.11 0.251
H 2.8549 -0.9748 1.3307 -0.09 0.04 -0.02 0.277
O -2.1677 -3.2576 1.9045 0.05 -0.25 0.10 -0.570
H -1.9405 -4.1741 1.7113 0.03 0.02 0.00 0.286
H -2.0523 -3.1702 2.8596 -0.05 0.20 -0.03 0.231
O -4.8013 -2.6073 1.0860 0.10 -0.17 -0.13 -0.632
H -3.9815 -3.0164 1.4151 -0.14 0.12 0.04 0.376
H -5.0389 -3.1144 0.3036 -0.02 0.09 -0.03 0.298
```
Positions in Å, forces in eV/Å.



These records have E_LUMO values of 0.2205 0.1088 0.5134 0.1217 eV, in the order they appear.
These records have energy above the lowest of the compared OMol25 structures with the same formula, charge and spin values of 7.2741 0.6337 0.0000 1.1693 eV, in the order they appear.